This record from the Open Molecules 2025 dataset describes C17H26B3Br33O4S as an isolated structure. The level of theory is ωB97M-V with the def2-TZVPD basis set.

The HOMO energy is -8.4 eV.

Last column: Mulliken charge in e.
Positions of all 84 atoms, in Å:
1 C -2.408 2.614 -3.688  -0.39
2 C -1.509 1.440 -4.121  -0.43
3 C -0.394 1.114 -3.130  -0.05
4 O -0.250 -0.314 -3.043  -0.16
5 B 0.449 -0.862 -2.034  0.65
6 O 0.948 -2.164 -2.147  -0.43
7 B 0.564 -2.957 -1.086  0.51
8 O -0.053 -2.331 -0.015  -0.48
9 B 0.433 -1.060 0.274  0.27
10 C 0.842 -0.620 1.720  -0.58
11 S -0.153 -1.382 3.027  -0.09
12 C 1.006 -1.271 4.416  -0.64
13 C 1.955 -2.473 4.565  -0.86
14 O 0.643 -0.220 -0.806  -0.59
15 H -3.445 2.283 -3.620  -0.06
16 H -2.125 3.001 -2.705  0.07
17 H -2.378 3.437 -4.405  0.31
18 H -1.075 1.644 -5.104  0.31
19 H -2.104 0.531 -4.230  0.31
20 H -0.621 1.518 -2.140  -0.03
21 H 0.565 1.521 -3.461  0.25
22 H 0.824 -4.113 -1.054  -0.14
23 H 1.885 -0.948 1.836  0.32
24 H 0.832 0.469 1.818  0.43
25 H 1.563 -0.336 4.321  0.35
26 H 0.375 -1.158 5.300  0.37
27 H 1.845 -2.929 5.551  0.31
28 H 3.003 -2.176 4.477  0.20
29 H 1.740 -3.235 3.814  0.36
30 C -6.373 4.148 -4.596  -0.38
31 Br -6.231 4.245 -2.688  0.12
32 Br -5.378 5.535 -5.472  -0.05
33 Br -5.873 2.401 -5.228  -0.11
34 H -7.415 4.283 -4.849  0.43
35 C 5.344 -2.762 7.437  -0.34
36 Br 6.723 -1.884 6.428  -0.02
37 Br 3.952 -1.534 7.948  -0.04
38 Br 4.638 -4.272 6.484  -0.02
39 H 5.793 -3.135 8.346  0.39
40 C 8.557 -5.055 3.624  -0.04
41 Br 9.065 -4.743 5.450  -0.02
42 Br 6.864 -5.954 3.492  0.00
43 Br 8.573 -3.428 2.605  0.04
44 H 9.299 -5.710 3.189  0.02
45 C 1.233 -3.016 -5.693  0.05
46 Br -0.624 -3.354 -5.359  -0.04
47 Br 2.265 -4.638 -5.677  -0.05
48 Br 1.494 -2.028 -7.322  -0.03
49 H 1.589 -2.401 -4.878  0.01
50 C -6.975 0.005 -2.462  0.49
51 Br -5.946 -1.599 -2.709  -0.01
52 Br -8.855 -0.298 -2.721  -0.01
53 Br -6.628 0.814 -0.753  0.02
54 H -6.658 0.707 -3.220  -0.46
55 C 10.710 -5.069 -0.967  -0.31
56 Br 10.635 -6.192 0.592  0.01
57 Br 11.074 -3.240 -0.515  -0.01
58 Br 11.973 -5.754 -2.247  -0.05
59 H 9.737 -5.103 -1.434  0.37
60 C -11.345 -0.275 0.082  -0.30
61 Br -12.351 -0.917 1.587  -0.04
62 Br -12.285 -0.568 -1.571  -0.03
63 Br -10.850 1.570 0.289  0.04
64 H -10.429 -0.848 0.031  0.31
65 C -2.345 4.927 0.748  -0.42
66 Br -4.101 4.399 1.312  0.08
67 Br -1.166 3.418 0.586  0.00
68 Br -2.415 5.943 -0.886  -0.04
69 H -1.940 5.575 1.512  0.37
70 C 15.388 -3.865 -2.762  0.24
71 Br 15.620 -3.180 -0.984  0.00
72 Br 15.407 -2.459 -4.072  -0.01
73 Br 16.673 -5.234 -3.171  -0.01
74 H 14.409 -4.321 -2.797  -0.23
75 C -7.829 7.557 -0.024  -0.36
76 Br -9.093 6.658 -1.161  -0.03
77 Br -7.573 6.608 1.628  0.06
78 Br -6.145 7.844 -0.904  -0.02
79 H -8.242 8.528 0.210  0.33
80 C -7.104 5.751 5.825  -0.31
81 Br -6.897 5.457 7.712  -0.05
82 Br -6.152 7.313 5.237  -0.02
83 Br -6.596 4.204 4.801  -0.01
84 H -8.154 5.925 5.638  0.36